No. 1
Computed, not measured: a molecular structure, C32H34BCrF4N8O5P in a non-equilibrium geometry, with the ωB97M-V functional and the def2-TZVPD basis.

Geometry as XYZ:
```
86
Properties=species:S:1:pos:R:3:forces:R:3
H 10.829769 10.138321 12.454440 0.696 0.287 -0.371
C 10.623226 11.954696 10.017699 0.363 0.142 0.843
H 6.373541 7.789293 15.071235 -0.079 -0.323 -0.426
H 13.385816 14.603442 12.685817 0.177 0.009 -0.687
N 9.187142 13.742407 7.148907 0.301 0.265 0.726
C 8.383390 17.942774 8.286276 0.938 -1.648 -0.595
C 11.676481 10.588100 11.869871 -1.546 -1.245 -0.295
N 8.067168 17.913257 13.408444 -1.577 0.140 0.049
C 8.810131 19.304413 10.245729 -0.378 -0.141 -0.791
C 10.084174 18.423393 12.206877 0.967 -2.471 -0.242
H 8.875442 15.017927 20.186610 -0.441 0.380 0.153
H 7.725371 6.638711 15.260635 0.326 0.670 -0.318
H 5.940904 15.114629 17.545314 0.733 0.035 0.112
H 7.197806 16.173388 16.914597 0.004 0.089 0.126
C 7.162082 13.034193 10.488445 -0.204 0.667 0.061
C 9.157254 16.904395 8.868558 -1.029 0.544 0.054
N 11.726759 13.701887 13.583551 -0.052 -0.472 0.201
C 11.254152 12.477215 13.434751 0.499 -0.090 -0.980
H 10.515149 15.814222 13.522488 0.389 -0.188 -0.051
C 11.226716 10.767375 10.439320 -0.474 0.321 -0.532
H 10.271405 11.381921 6.675781 -0.146 0.000 0.330
H 8.226206 12.131115 18.980951 -0.405 0.588 -0.053
C 9.719814 17.123300 10.095993 1.290 -0.795 0.761
H 12.534031 9.921193 11.960889 0.065 0.128 -0.111
H 6.688218 12.350454 18.101918 0.613 0.591 -0.058
H 10.448134 11.987788 13.950991 -0.223 0.054 0.257
C 7.568972 16.886994 14.044464 -0.190 -0.623 0.640
H 10.487415 12.794236 10.697969 0.025 -0.231 0.015
N 12.841498 12.675109 11.916560 1.012 0.457 0.022
H 6.965016 14.114046 10.498008 -0.153 -0.333 -0.279
F 4.936146 12.825158 14.075137 -0.506 0.098 0.128
C 7.906315 9.600648 13.975646 -0.580 -0.955 -0.040
C 7.445640 12.877926 18.716716 0.320 -1.334 -1.102
H 8.026969 17.743088 7.271268 -0.222 0.440 0.441
H 7.901210 9.276506 15.037445 0.396 0.681 -0.857
C 7.694290 11.372651 12.292921 -0.336 -1.980 -1.380
H 8.602757 20.220110 10.756171 0.064 0.415 0.317
H 6.924528 13.198704 19.579748 -0.347 0.399 1.208
O 7.393450 7.325104 13.275713 0.446 1.112 -0.124
H 7.778592 19.997631 8.489485 0.178 -1.120 0.549
F 5.841323 14.884466 14.574072 -0.143 -0.832 0.246
F 6.082244 13.094584 16.050028 -0.493 0.422 -0.665
C 11.075413 10.015808 8.145608 -0.643 -1.179 -0.684
H 11.224679 9.189322 7.420971 0.014 0.708 0.516
O 8.346285 11.798984 14.552656 -0.473 0.501 -0.291
C 10.464317 11.186758 7.728440 0.714 -0.300 0.108
C 12.725507 13.755164 12.657690 -0.443 0.064 0.565
C 7.593077 12.711798 11.881020 -0.177 -0.320 -0.263
O 8.793199 14.010938 16.558732 0.087 0.388 0.882
C 9.756871 13.479494 8.296853 -0.656 -0.091 -1.712
H 7.078998 8.235544 11.033848 -0.047 -0.762 -1.008
B 5.127697 13.705502 15.110914 1.582 0.435 0.512
O 9.844108 14.580539 9.046646 0.248 0.118 1.353
H 6.288413 12.451572 10.160738 0.398 0.339 0.081
H 11.752777 8.809856 9.819805 0.044 0.363 -0.399
O 7.858520 13.665505 12.619550 0.152 1.256 0.401
H 6.402080 6.074588 14.404520 -0.829 0.034 0.112
H 10.161843 14.000200 19.556274 -1.326 1.230 -0.962
C 9.241554 15.564382 8.304746 1.067 -0.420 0.612
C 9.581118 16.323973 13.620329 0.504 2.040 -0.922
H 6.762309 16.269111 18.681034 0.529 -1.161 -1.183
H 8.018575 12.848725 9.846414 -0.186 -0.158 -0.291
C 9.402789 14.832876 19.265103 1.186 -1.595 -0.806
H 10.032985 19.390644 12.598017 0.017 1.564 0.428
Cr 8.196547 13.857836 14.572609 -0.058 -1.179 0.674
H 7.252702 10.557082 10.290918 -0.093 0.243 -0.058
C 7.444620 8.991025 11.665999 0.056 1.878 0.077
C 8.253734 19.106702 8.979099 -0.535 2.140 -0.793
N 9.298372 17.563674 13.124955 2.220 -0.508 -0.574
H 6.511432 16.745467 14.359022 1.262 0.390 -0.245
N 8.533562 15.899347 14.233475 -2.160 -0.320 0.347
H 11.138849 18.046467 12.215820 -0.808 0.378 0.308
C 7.446946 10.327352 11.325598 0.242 -0.507 0.737
C 6.943016 6.995208 14.567957 0.350 -0.899 0.729
C 11.376550 9.784854 9.484174 0.468 -0.664 0.286
H 10.350521 16.313425 10.506246 -0.482 0.532 0.017
C 10.254559 12.148926 8.709745 -0.093 1.234 -0.550
F 4.072819 14.189061 15.836622 -0.466 -0.346 -0.230
N 11.925198 11.857766 12.425939 -0.429 1.162 1.696
H 9.973608 15.699863 18.930314 -0.090 0.047 0.178
P 8.199102 14.313650 17.929134 0.178 -0.922 0.166
C 9.572822 18.316558 10.795801 -0.329 -0.346 0.578
N 8.890950 15.104480 7.184982 -0.929 -0.485 -1.713
C 7.634975 8.653355 13.002889 -0.367 -0.366 1.336
C 7.959683 10.980639 13.616302 1.088 0.123 1.841
C 6.927789 15.569231 17.784501 -1.069 1.208 0.862
```
Forces are in eV/Å.

The value obtained for the relative energy (zero: lowest compared OMol25 entry of this formula, charge and spin) is 22.1 kcal per mole. The value obtained for the total energy is -3864.55630 Eh. As for the spin multiplicity: 5. The largest force on an atom comes out at 2.66 eV/Å. The highest occupied orbital energy (alpha / beta) comes out at -7.8 / -8.1 eV.

No. 2
Computed, not measured: a molecular structure, C7H12Cl2N3 in a non-equilibrium geometry, with the ωB97M-V functional and the def2-TZVPD basis.

Geometry as XYZ:
```
24
Properties=species:S:1:pos:R:3:forces:R:3
H -2.406589 0.665281 -2.113399 -0.351 -0.590 -1.440
C -2.315182 0.645593 -0.102274 -0.759 -1.061 0.764
Cl 3.502930 -0.840229 -1.152620 0.407 -0.686 -1.209
H -2.207504 1.617474 0.365572 0.507 0.309 -0.524
C -2.028656 -0.508625 0.869350 -0.527 -1.873 -0.093
H 1.593144 1.404929 2.353650 -0.305 0.470 1.438
Cl 4.109717 2.925885 0.410396 1.950 -0.949 -2.273
C -1.769966 -1.616773 0.077694 -1.241 -0.493 2.214
C -1.697891 0.192360 -1.476541 1.771 2.186 1.459
H -2.272247 -1.725386 -2.050904 -0.886 -1.108 -0.139
H 3.426736 1.068345 0.825553 0.065 -0.275 0.734
C 1.623718 0.559275 1.735401 -0.917 0.901 -1.080
N 0.615847 -0.086367 1.210644 0.046 -1.560 -0.929
C -1.586044 -1.307112 -1.355984 0.353 -0.208 0.189
H -1.778146 -2.656901 0.539368 0.349 1.368 -0.905
H 4.866127 2.245168 -0.583631 -1.517 1.557 2.042
H -0.700555 0.623395 -1.759134 -0.809 -0.118 0.653
N 2.667017 0.392658 0.945052 1.521 0.040 -0.436
H -0.619981 -0.442740 1.109867 0.302 0.577 0.720
H -0.622992 -1.759006 -1.552506 0.395 0.294 -0.759
C 2.343571 -0.443657 -0.057549 -3.275 0.063 1.997
H -3.390368 0.511499 -0.303513 0.079 0.487 0.337
H -2.398635 -0.686491 1.950521 0.642 0.716 -1.875
N 1.045946 -0.778577 0.114985 2.200 -0.044 -0.885
```
Forces are in eV/Å.

The value obtained for the relative energy (zero: lowest compared OMol25 entry of this formula, charge and spin) is 23.9 kcal per mole. Its total charge is +1. The value obtained for the total energy is -1358.22827 Eh. The largest force on an atom comes out at 3.84 eV/Å. The highest occupied orbital energy comes out at -13.3 eV.

No. 3
Computed, not measured: a molecular structure, C35H35Cl3NNaO3S2Te, with the ωB97M-V functional and the def2-TZVPD basis.

Geometry as XYZ:
```
81
Properties=species:S:1:pos:R:3:forces:R:3
H -7.223515 -4.128821 -0.866751 -0.001 0.008 0.002
H -0.916412 -3.964987 -0.345761 -0.013 -0.003 0.033
H 2.539690 -6.225977 0.756078 0.016 0.016 0.002
H -2.469755 -5.880410 1.990260 -0.028 -0.021 0.011
H -7.720421 -6.439986 -0.828831 -0.003 -0.007 0.004
C 3.015816 -1.657082 0.263326 0.164 0.295 0.010
C -4.915544 -5.712743 0.989141 -0.001 0.012 -0.022
C -2.933261 -4.924282 2.247451 0.019 -0.025 -0.062
H 0.141688 -6.109246 0.133424 -0.009 0.006 0.000
H 6.635116 2.840941 0.180653 -0.003 -0.004 -0.002
H -5.184046 -1.365757 -1.012601 0.009 -0.009 -0.002
H -1.505551 4.669071 -1.045852 0.001 -0.009 0.015
C 3.431752 1.842155 -0.266231 -0.062 -0.030 0.026
C 0.147482 -3.974348 -0.116504 -0.055 -0.015 -0.027
H 5.692254 4.856954 1.016119 -0.022 -0.002 0.003
H 5.280370 3.901802 -2.608218 0.009 0.000 0.007
O 0.134630 1.769000 0.939604 0.030 0.413 0.096
C 0.734819 -5.198876 0.165057 -0.070 -0.001 -0.038
H -1.721955 3.365513 1.257518 -0.047 -0.007 -0.035
O 0.716447 0.608433 2.776787 -0.010 0.081 -0.239
H -3.267194 -4.982647 3.288311 0.020 0.051 0.010
C 2.202649 -2.881658 0.244062 -0.030 -0.121 -0.001
H 4.627298 6.105196 0.347174 0.007 -0.014 0.002
S -2.921411 2.060678 -0.352594 0.066 0.081 0.185
C 5.960354 0.842699 0.422511 0.085 0.044 0.021
Te -3.201929 -1.652883 1.375843 -0.084 0.114 0.085
C 4.427379 4.175477 -0.627722 0.004 0.000 -0.002
H -6.307314 -7.493727 -0.739255 -0.002 -0.011 -0.005
Na 0.134691 -0.448303 0.482713 -0.151 -0.481 0.058
H 3.963557 4.832491 1.387793 -0.013 -0.002 0.026
C -1.038174 1.510654 -2.183186 -0.016 -0.029 0.023
H 0.287378 5.093584 -2.677119 -0.004 -0.005 -0.004
H 3.024714 5.587354 -1.451715 -0.004 -0.012 0.003
H -3.070568 4.298555 0.485569 0.018 0.001 -0.018
C -0.029314 1.749357 -3.103931 0.033 0.020 -0.023
H -2.183067 -4.139723 2.187799 0.026 0.010 -0.017
C -2.751423 3.343778 0.903272 0.027 -0.142 -0.048
H -6.883903 -1.908526 -1.032193 0.011 -0.010 0.003
C 3.591395 0.486422 0.044868 0.185 -0.012 0.045
H 2.257165 4.340114 -0.462906 -0.024 0.006 0.026
C 0.437535 3.042033 -3.290736 0.003 -0.012 0.009
C -6.041353 -5.561821 0.193233 -0.012 -0.026 -0.017
H 6.481352 4.307943 -1.379264 0.020 0.015 -0.008
Cl 0.051915 3.081037 4.381094 -0.016 0.005 0.016
Cl 2.718861 2.833075 3.275891 0.072 0.037 -0.001
C 5.462575 4.503143 -1.714668 -0.013 -0.011 0.015
C 5.777833 2.180347 0.127025 0.036 -0.054 0.005
C 0.993577 2.952368 2.879484 -0.100 -0.075 -0.116
N 2.581475 -0.456013 0.035101 0.113 -0.060 -0.121
C 0.839031 -2.747135 -0.100298 0.167 0.026 0.072
C -0.095846 4.088010 -2.548529 -0.005 0.023 0.000
H -4.651705 -6.704415 1.351618 0.013 -0.003 -0.001
H -3.422457 3.051511 1.709333 -0.010 -0.002 -0.010
C 4.695822 5.044402 0.608512 0.019 -0.014 -0.015
C 4.867128 -0.007741 0.353917 -0.220 -0.084 0.001
C 3.051499 4.526540 -1.184291 -0.016 0.028 0.019
C 2.083144 -5.272371 0.513374 0.066 -0.013 0.031
H -7.309174 -7.246377 0.687613 0.001 0.001 -0.008
C 2.820548 -4.106965 0.559819 -0.090 0.117 -0.066
H 6.940327 0.470733 0.696612 -0.002 -0.006 -0.015
H 0.399675 0.925169 -3.659643 -0.006 0.000 0.008
C -6.346412 -4.280655 -0.241864 0.019 -0.018 0.017
C -6.889385 -6.747909 -0.191268 0.002 0.028 0.023
H -6.156519 -1.145887 0.406598 -0.001 0.026 -0.014
Cl 0.726259 4.437484 1.933120 0.066 0.031 -0.023
H 5.393967 5.559424 -1.990400 -0.006 -0.001 0.002
C -1.575540 2.558941 -1.448293 -0.046 -0.158 -0.035
C -4.103028 -4.637476 1.340811 0.023 -0.023 0.053
C -1.101465 3.848750 -1.624380 -0.059 0.054 -0.027
H 2.430933 2.181898 -0.507357 0.037 0.011 -0.005
C 4.527090 2.694878 -0.249868 -0.073 -0.010 -0.017
C -4.403083 -3.338070 0.884232 -0.079 -0.013 -0.060
H -1.409064 0.503348 -2.022141 0.001 -0.003 0.005
H 2.832516 3.944015 -2.078819 -0.018 -0.021 -0.030
S 4.770002 -1.721738 0.581812 -0.112 -0.010 0.006
C 0.559359 1.624052 2.101784 0.058 -0.122 0.249
C -5.558989 -3.179684 0.088712 0.049 -0.008 -0.049
H 3.866276 -4.153538 0.849991 0.046 0.006 0.002
O -4.199422 2.355685 -1.063256 -0.035 0.135 -0.090
H 1.230597 3.233372 -4.003514 0.011 0.005 -0.001
C -5.977701 -1.830637 -0.425039 0.016 0.011 0.042
```
Forces are in eV/Å.

The value obtained for the relative energy (zero: lowest compared OMol25 entry of this formula, charge and spin) is 0.0 kcal per mole. Its total charge is -2. The value obtained for the total energy is -4242.56496 Eh. The largest force on an atom comes out at 0.51 eV/Å. The highest occupied orbital energy comes out at -0.9 eV.

No. 4
Computed, not measured: C4H4O2 in the gas phase, with the ωB97M-V functional and the def2-TZVPD basis.

Geometry as XYZ:
```
10
Properties=species:S:1:pos:R:3:forces:R:3
C 0.592186 -1.039874 0.897812 0.333 -0.077 0.126
C -0.112405 1.118842 0.143538 -0.130 0.430 0.178
H 1.304948 -1.854375 0.715423 0.099 0.107 -0.115
O -0.181779 2.258245 0.491369 0.083 -0.509 -0.240
C 0.989281 0.087177 0.007756 0.119 0.058 0.190
C -1.122910 0.072079 -0.339023 -0.224 0.130 -0.076
O 0.000589 -0.832391 -0.645579 -0.169 -0.230 0.154
H -1.740495 -0.343455 0.459586 0.103 -0.012 -0.250
H -1.682747 0.275833 -1.250442 0.091 0.196 0.018
H 1.953333 0.257921 -0.480436 -0.304 -0.092 0.016
```
Forces are in eV/Å.

The value obtained for the relative energy (zero: lowest compared OMol25 entry of this formula, charge and spin) is 111.5 kcal per mole. The value obtained for the total energy is -305.10182 Eh. The largest force on an atom comes out at 0.57 eV/Å. The highest occupied orbital energy comes out at -8.7 eV.

No. 5
Computed, not measured: a gas-phase ion, C4H8ClN2S (charge +1) in a non-equilibrium geometry, with the ωB97M-V functional and the def2-TZVPD basis.

Geometry as XYZ:
```
16
Properties=species:S:1:pos:R:3:forces:R:3
H -2.582897 1.814526 0.435514 -0.978 0.056 -0.461
H -0.543436 -0.774478 -1.154528 -1.137 -0.556 1.331
H -2.253106 1.659930 -1.445705 -0.683 -0.710 0.951
C 1.192333 -0.954472 0.870629 -2.556 4.184 -1.615
H 2.344283 -0.918348 -0.958592 -0.762 0.712 0.231
N 1.978240 -1.566220 -0.252242 2.120 0.744 2.122
S 1.609188 0.836235 1.159665 -0.904 -2.017 -0.830
H 1.344718 -2.179958 -0.708334 0.110 -1.727 -0.565
C -1.914100 1.882570 -0.412721 -0.058 -3.069 -0.584
C -0.767039 0.972074 0.012183 0.937 0.575 -0.479
H 0.907525 -1.465444 1.773297 0.624 -1.130 -0.210
N 0.315576 1.531320 0.353449 0.244 1.045 0.608
H 2.916676 -1.887798 0.147713 -1.676 -0.800 -0.761
Cl -2.065368 -1.281478 0.840992 0.038 -0.181 -0.705
H -1.623772 2.844254 -0.568753 1.407 2.795 0.402
C -0.858827 -0.512711 -0.092563 3.273 0.078 0.563
```
Forces are in eV/Å.

The value obtained for the relative energy (zero: lowest compared OMol25 entry of this formula, charge and spin) is 55.2 kcal per mole. Its total charge is +1. The value obtained for the total energy is -1124.70570 Eh. The largest force on an atom comes out at 5.16 eV/Å. The highest occupied orbital energy comes out at -13.0 eV.